No. 1
Entry from OMol25: a single C10H18N2O5 molecule at a distorted geometry (ωB97M-V/def2-TZVPD).

Summary:
Structure (SMILES): CC(C)C[C@H](NC(=O)[C@@H](N)CC(=O)O)C(=O)O
Frontier orbital gap in Ha: 0.3785
LUMO level in eV: 0.14
Energy above the lowest of the compared OMol25 structures with the same formula, charge and spin in kcal per mole: 3.2

Last column: natural (NBO) charge in e.
Positions of all 35 atoms, in Å:
C: 1.367 0.981 -1.720  -0.15
C: 0.033 0.905 -0.977  0.70
C: 1.420 -0.026 -2.897  -0.54
C: 0.804 0.473 -4.218  0.79
C: -0.994 0.973 1.260  -0.18
C: -1.377 2.228 2.043  0.78
C: -0.691 -0.188 2.222  -0.40
C: -0.440 -1.543 1.561  -0.21
C: -1.642 -2.034 0.756  -0.62
C: -0.046 -2.576 2.629  -0.60
H: 2.679 -0.143 -0.618  0.37
H: 3.314 1.292 -1.122  0.38
H: 1.428 1.989 -2.133  0.23
H: 0.944 -0.935 -2.598  0.23
H: 2.470 -0.237 -3.124  0.24
H: -0.843 0.644 -3.236  0.51
H: 1.050 1.291 0.678  0.44
H: -1.847 0.713 0.643  0.26
H: 0.172 0.108 2.843  0.21
H: -1.523 -0.270 2.918  0.24
H: 0.440 -1.418 0.889  0.18
H: -1.448 -3.012 0.355  0.21
H: -2.521 -2.099 1.388  0.21
H: -1.867 -1.397 -0.089  0.22
H: 0.166 -3.540 2.176  0.21
H: -0.861 -2.765 3.323  0.21
H: 0.805 -2.250 3.172  0.21
H: -0.526 3.191 0.672  0.49
N: 2.473 0.839 -0.776  -0.85
N: 0.105 1.221 0.352  -0.64
O: -1.009 0.602 -1.537  -0.65
O: 1.468 0.573 -5.216  -0.58
O: -0.481 0.825 -4.174  -0.69
O: -1.989 2.188 3.080  -0.56
O: -1.031 3.394 1.474  -0.66

Forces on atoms 1 to 2 (eV/Å):
C 0.26 -0.11 -0.29
C 0.23 0.12 0.79

***

No. 2
Entry from OMol25: 2 unconnected molecules or ions with the total composition C10H18N2OP at a distorted geometry (ωB97M-V/def2-TZVPD).

Summary:
Frontier orbital gap in Ha: 0.3009
Charge: +1
LUMO level in eV: -4.67
Energy above the lowest of the compared OMol25 structures with the same formula, charge and spin in kcal per mole: 56.5

Last column: natural (NBO) charge in e.
Positions of all 32 atoms, in Å:
C: 4.035 1.658 0.166  -0.15
C: 3.899 0.909 -1.035  -0.17
C: 3.138 1.365 1.172  -0.20
C: 2.773 0.130 -1.209  -0.15
C: 2.062 0.468 1.060  -0.20
C: 1.837 -0.085 -0.179  -0.46
C: -1.113 -3.165 -0.210  -0.42
C: 0.261 -2.270 1.673  -0.41
C: -2.421 1.809 -2.532  -0.44
C: -2.130 0.878 -0.214  -0.09
N: -0.075 -2.236 0.246  -0.75
N: -2.331 1.891 -1.105  -0.49
O: 0.333 -1.239 -2.106  -1.04
P: 0.351 -0.962 -0.701  2.06
H: 4.848 2.317 0.227  0.23
H: 4.626 1.036 -1.739  0.23
H: 3.259 1.820 2.184  0.23
H: 2.565 -0.291 -2.111  0.24
H: 1.275 0.544 1.814  0.22
H: -1.200 -2.954 -1.230  0.23
H: -0.464 -4.029 -0.271  0.23
H: -1.968 -3.287 0.336  0.21
H: -0.654 -2.427 2.287  0.21
H: 0.942 -3.012 2.003  0.22
H: 0.781 -1.359 1.861  0.21
H: -2.797 2.754 -3.049  0.25
H: -1.393 1.682 -2.956  0.22
H: -2.991 0.981 -2.903  0.23
H: -2.056 1.119 0.849  0.24
H: -2.812 0.128 -0.381  0.21
H: -0.896 0.148 -0.586  -0.10
H: -1.916 2.795 -0.799  0.40

Forces on atoms 1 to 2 (eV/Å):
C -1.20 -2.60 -1.26
C -1.92 0.77 2.96

***

No. 3
Entry from OMol25: a single C10H18N2OS molecule (ωB97M-V/def2-TZVPD).

Summary:
Structure (SMILES): CCCCCC[C@@H]1CC(=O)NC(=S)N1
Frontier orbital gap in Ha: 0.3402
LUMO level in eV: 0.63
Energy above the lowest of the compared OMol25 structures with the same formula, charge and spin in kcal per mole: 0.0

Last column: natural (NBO) charge in e.
Positions of all 32 atoms, in Å:
C: 6.169 0.392 0.014  -0.61
C: 5.354 -0.789 0.528  -0.39
C: 3.907 -0.424 0.860  -0.39
C: 3.077 -0.063 -0.371  -0.39
C: 1.618 0.204 -0.008  -0.40
C: 0.801 0.593 -1.240  -0.39
H: 0.988 -0.135 -2.034  0.21
H: 1.131 1.567 -1.605  0.22
C: -0.709 0.651 -0.998  -0.03
N: -1.196 -0.654 -0.595  -0.60
C: -2.413 -0.836 -0.061  0.28
S: -3.063 -2.326 0.180  -0.21
N: -3.109 0.299 0.289  -0.64
C: -2.602 1.574 0.362  0.69
O: -3.295 2.512 0.664  -0.56
C: -1.117 1.652 0.082  -0.52
H: -0.606 1.416 1.019  0.24
H: -0.860 2.671 -0.205  0.25
H: -4.068 0.158 0.586  0.44
H: -0.727 -1.478 -0.938  0.42
H: -1.198 0.942 -1.945  0.19
H: 1.584 1.007 0.730  0.20
H: 1.191 -0.691 0.451  0.20
H: 3.491 0.827 -0.848  0.20
H: 3.130 -0.883 -1.091  0.19
H: 3.900 0.416 1.559  0.19
H: 3.437 -1.274 1.361  0.20
H: 5.362 -1.588 -0.217  0.19
H: 5.828 -1.177 1.432  0.20
H: 7.207 0.100 -0.126  0.21
H: 5.788 0.748 -0.939  0.20
H: 6.139 1.214 0.727  0.20

Forces on atoms 1 to 2 (eV/Å):
C -0.06 -0.24 0.02
C -0.07 0.19 0.15

***

No. 4
Entry from OMol25: a single C10H18N2OSi molecule at a distorted geometry (ωB97M-V/def2-TZVPD).

Summary:
Structure (SMILES): CC(=O)c1c([Si](C)(C)C)nn(C)c1C
Frontier orbital gap in Ha: 0.3512
LUMO level in eV: 0.61
Energy above the lowest of the compared OMol25 structures with the same formula, charge and spin in kcal per mole: 0.0

Last column: natural (NBO) charge in e.
Positions of all 32 atoms, in Å:
C: 0.992 -0.418 0.159  -0.26
C: 1.409 -0.206 1.482  0.23
C: -0.429 0.417 0.207  -0.21
C: 1.464 -1.024 -1.093  0.54
C: 2.644 -0.852 2.167  -0.64
C: 2.631 -1.918 -1.079  -0.70
C: 0.489 1.059 3.479  -0.40
C: -2.264 -0.963 -2.042  -1.10
C: -1.009 1.731 -2.558  -1.09
C: -3.251 1.100 -0.364  -1.10
N: -0.598 0.727 1.439  -0.26
N: 0.418 0.382 2.182  -0.20
O: 0.960 -0.724 -2.158  -0.56
Si: -1.626 0.595 -1.189  1.61
H: 2.856 -0.121 2.979  0.22
H: 2.408 -1.779 2.658  0.23
H: 3.393 -0.867 1.340  0.23
H: 3.433 -1.540 -0.427  0.21
H: 3.064 -1.934 -2.026  0.24
H: 2.313 -3.070 -0.938  0.24
H: 0.227 0.285 4.332  0.20
H: 1.532 1.567 3.762  0.21
H: -0.270 1.750 3.464  0.23
H: -3.248 -0.818 -2.367  0.23
H: -1.699 -1.228 -3.023  0.24
H: -2.440 -1.834 -1.341  0.24
H: -0.130 2.381 -2.205  0.24
H: -0.690 1.234 -3.389  0.24
H: -1.741 2.326 -3.012  0.23
H: -3.774 0.257 0.036  0.23
H: -3.258 1.817 0.510  0.24
H: -3.805 1.671 -0.986  0.22

Forces on atoms 1 to 2 (eV/Å):
C -3.62 3.18 1.33
C 0.92 -3.20 -1.20

***

No. 5
Entry from OMol25: 2 unconnected molecules or ions with the total composition C10H18NO2 at a distorted geometry (ωB97M-V/def2-TZVPD).

Summary:
Frontier orbital gap in Ha: 0.3411
Charge: +1
LUMO level in eV: -4.23
Energy above the lowest of the compared OMol25 structures with the same formula, charge and spin in kcal per mole: 28.8

Last column: natural (NBO) charge in e.
Positions of all 31 atoms, in Å:
C: -1.894 -1.363 0.195  -0.03
C: -1.965 1.058 0.694  0.00
C: -0.609 -1.170 -0.006  -0.30
C: -0.661 1.174 0.455  -0.33
C: -2.734 -0.286 0.844  0.01
C: 0.121 -0.021 0.318  0.35
C: 2.259 1.830 -1.142  -0.65
C: 2.071 -2.175 1.124  -0.65
C: 2.302 1.113 0.201  -0.22
C: 2.124 -1.272 -0.082  -0.23
N: 1.399 0.009 0.308  -0.28
O: -4.110 -0.429 0.612  -0.69
O: -3.054 0.999 -1.677  -0.95
H: -2.396 -2.148 -0.162  0.22
H: -2.470 1.961 0.911  0.23
H: -0.055 -2.026 -0.458  0.24
H: -0.261 2.211 0.588  0.25
H: -2.502 -0.326 1.977  0.25
H: 1.322 2.223 -1.528  0.23
H: 3.096 2.579 -1.282  0.25
H: 2.598 1.150 -1.926  0.22
H: 1.107 -2.539 1.463  0.23
H: 2.743 -2.941 1.063  0.24
H: 2.287 -1.729 2.090  0.23
H: 1.945 1.822 0.998  0.22
H: 3.275 0.752 0.478  0.23
H: 1.625 -1.808 -0.934  0.22
H: 3.169 -1.054 -0.327  0.23
H: -3.439 1.828 -1.921  0.49
H: -4.362 -0.035 -0.353  0.51
H: -2.934 0.615 -2.523  0.49

Forces on atoms 1 to 2 (eV/Å):
C -0.11 4.20 1.67
C -1.24 -1.21 -0.28

***

No. 6
Entry from OMol25: a gas-phase ion, C10H18NO2 (charge +1) at a distorted geometry (ωB97M-V/def2-TZVPD).

Summary:
Expectation value of S²: 2.008
Multiplicity: 3
Frontier orbital gap (spin up / spin down) in Ha: 0.1944 / 0.2527
Charge: +1
LUMO level (spin up / spin down) in eV: -3.39 / -6.01
Energy above the lowest of the compared OMol25 structures with the same formula, charge and spin in kcal per mole: 0.0

Last column: Löwdin spin population.
Positions of all 31 atoms, in Å:
C: -0.066 -0.376 1.182  0.09
C: -2.127 -0.326 -0.091  0.56
C: 1.301 -0.321 0.483  0.02
C: 1.488 1.141 0.011  0.00
C: -1.134 -1.078 0.404  0.59
C: -3.261 -0.826 -0.922  0.08
C: 2.388 -0.721 1.481  0.01
C: 2.812 1.354 -0.714  0.00
C: -1.013 -2.552 0.185  0.09
C: -0.602 2.247 -0.624  0.12
N: 0.423 1.518 -0.907  0.07
O: -0.257 0.172 2.232  0.12
O: -2.091 1.038 0.175  0.14
H: 1.317 -0.994 -0.378  0.00
H: 1.423 1.793 0.888  0.00
H: -3.716 -0.021 -1.497  0.00
H: -4.028 -1.266 -0.285  0.03
H: -2.926 -1.595 -1.614  0.02
H: 2.150 -1.692 1.910  0.00
H: 2.438 0.000 2.292  0.00
H: 3.358 -0.794 1.000  0.00
H: 3.638 1.253 -0.018  0.00
H: 2.854 2.355 -1.136  0.00
H: 2.940 0.627 -1.512  0.00
H: -1.932 -3.054 0.479  0.02
H: -0.198 -2.958 0.776  0.00
H: -0.834 -2.781 -0.867  0.03
H: -0.619 2.785 0.314  0.00
H: -1.258 2.573 -1.418  0.01
H: -2.961 1.422 -0.008  0.00
H: 0.492 1.077 -1.821  0.00

Forces on atoms 1 to 2 (eV/Å):
C 0.15 -1.39 -1.44
C -6.35 4.75 -3.07